Entry 1:
The following is a quantum chemistry calculation of C17H14BaBrNO3S as an isolated structure in a non-equilibrium geometry, from the OMol25 dataset.

```
! RIJCOSX wB97M-V def2-TZVPD def2/J DEFGRID3
* xyz -2 1
Ba 0.16887 -0.75439 -0.92680
Br 1.35030 -3.38055 -0.05268
S 1.66666 1.61060 2.99262
O 2.90625 0.88091 3.09066
O 1.65609 3.02075 3.29122
O -1.20246 0.52993 0.80074
N 0.87777 1.21664 1.56302
C -2.47657 -1.83009 -2.06789
C 1.80902 1.91618 -2.88487
C 1.46192 1.08643 -3.99344
C -0.36210 0.73241 1.74261
C 0.35065 0.75595 5.35269
C 2.92871 -0.09461 -2.65430
C -2.13504 -0.10298 -3.56379
C -0.72205 0.05059 5.92084
C -1.34890 -1.21024 -3.99201
C 2.71351 1.18811 -2.05507
C -1.63992 -0.42804 3.70772
C -1.68292 -0.56753 5.09854
C -1.55226 -2.28222 -3.06732
C 2.14633 -0.15527 -3.85117
C -0.62793 0.37797 3.16114
C 0.37611 0.86227 3.96561
C -2.82308 -0.47558 -2.37037
H -1.11638 -3.27880 -3.12940
H 0.81316 1.36524 -4.83071
H 2.10782 -0.99250 -4.55593
H 1.47914 2.94512 -2.72286
H 1.15259 1.20531 5.93376
H -2.46859 -1.16830 5.54967
H -0.76851 -1.25876 -4.91408
H 3.57969 -0.88332 -2.26922
H -3.53763 0.13681 -1.81877
H -2.26792 0.83560 -4.11646
H -0.79403 -0.03935 7.00007
H -2.85857 -2.42456 -1.23484
H 3.17290 1.55015 -1.13118
H -2.33267 -0.93990 3.03228
*
```

The total energy comes out at -3934.5132 hartree. The calculation puts the energy above the lowest of the compared OMol25 structures with the same formula, charge and spin at 0.0 kJ/mol.

Entry 2:
The following is a quantum chemistry calculation of an isolated ion of composition C3H9N2O2 and charge +1 in a non-equilibrium geometry, from the OMol25 dataset.

```
! RIJCOSX wB97M-V def2-TZVPD def2/J DEFGRID3
* xyz 1 1
O 1.74332 1.22892 -0.34572
O -0.55023 -1.20853 -0.72773
N 1.83680 -0.99285 0.13283
N -0.30500 -0.00895 -0.10362
C -0.88190 1.08554 -0.88167
C 1.26367 0.14687 -0.11036
C -0.80077 -0.11228 1.22312
H -0.32090 1.20547 -1.86952
H -1.91817 -0.01357 1.25755
H -0.61558 -0.98001 -1.74091
H 1.46960 -1.79376 0.41552
H 2.78959 -0.94743 0.45572
H -1.01001 1.94954 -0.16014
H -1.99132 0.84049 -1.00105
H -0.38165 -1.11668 1.53743
H -0.32744 0.71722 1.91855
*
```

The total energy comes out at -379.3604 hartree. The calculation puts the energy above the lowest of the compared OMol25 structures with the same formula, charge and spin at 379.1 kJ/mol. As for the SMILES: C[N+](C)(O)C(N)=O.

Entry 3:
The following is a quantum chemistry calculation of C27H35As3Br2N2O5Zr as an isolated structure in a non-equilibrium geometry, from the OMol25 dataset.

```
! RIJCOSX wB97M-V def2-TZVPD def2/J DEFGRID3
* xyz 2 1
Zr 0.51774 0.85978 -1.10998
Br 5.38139 0.15282 -1.69359
Br 5.93477 4.49416 1.90625
As -2.14840 0.32816 -1.12181
As 0.50854 -0.10683 1.38688
As -2.64884 -3.30840 3.66096
O 1.55245 -2.79667 -2.37670
O 2.44245 0.73956 -1.28333
O 0.47815 -1.12483 -1.33153
O 0.17821 3.79175 -4.14908
O -0.13425 2.64470 -2.25498
N 0.72128 0.47069 -3.23810
N 1.25628 2.63569 0.17850
C 4.60580 1.48847 -0.61273
C -2.71824 -0.35798 2.01821
C -3.99430 1.00229 -0.97405
C 0.25573 2.72004 -3.43421
C -2.83358 -2.84873 1.72379
C 3.41501 3.48971 0.95025
C 0.40722 0.68494 3.18410
C 2.22143 -1.02589 1.57506
C 1.35075 4.48472 1.68730
C -0.63275 -1.70335 1.58579
C -2.31812 -0.30426 -2.97581
C 0.85219 1.52076 -4.05783
C 2.72371 4.46099 1.69971
C 0.65301 3.55227 0.91948
C -4.22561 -4.46507 3.72745
C 2.13606 0.18651 -5.54553
C -1.32598 -4.75252 3.50575
C 1.30620 -0.69105 -3.49671
C -2.38875 -1.43675 -0.25002
C 1.55160 1.41758 -5.24614
C -2.12957 -1.55992 1.26570
C 2.62795 2.58791 0.19250
C 2.02362 -0.88506 -4.66837
C 1.13738 -1.67865 -2.33770
C 3.22784 1.57332 -0.59251
C 4.82294 3.34075 0.90487
C 5.40067 2.36303 0.14081
H 2.21435 -1.61789 2.48806
H 3.04680 -0.31554 1.62165
H -4.26994 -4.97022 4.69034
H -2.13420 0.50768 -3.67970
H 0.32775 -0.11300 3.91900
H 2.48637 -1.84170 -4.86932
H -3.42198 -1.72201 -0.45500
H -4.18425 1.44349 0.00122
H 1.32056 1.24978 3.37092
H -4.16333 -5.21414 2.93741
H -1.61070 -1.10766 -3.16659
H 1.64622 2.27192 -5.90211
H 2.70187 0.07740 -6.46122
H 0.80220 5.21260 2.26744
H -0.21899 4.54117 -3.67516
H -3.32534 -0.67829 -3.14966
H -3.80080 -0.31642 1.88596
H -1.58823 -5.41266 2.67818
H -0.52227 -2.01188 2.62686
H -0.31510 -4.37368 3.36339
H -2.47411 -3.70168 1.13940
H -2.28881 0.58465 1.65532
H -5.13509 -3.88006 3.60370
H 6.47616 2.25506 0.11320
H 3.28315 5.17948 2.28395
H -0.44649 1.35186 3.28757
H -0.43122 3.55205 0.90284
H -1.74677 -2.13365 -0.78929
H 2.36764 -1.67845 0.71497
H -3.90656 -2.75500 1.53731
H -4.66736 0.16236 -1.12888
H -1.34719 -5.32775 4.43054
H -2.51128 -0.44110 3.08523
H -4.17434 1.74988 -1.74446
H -0.18070 -2.47124 0.95428
*
```

The total energy comes out at -13437.6430 hartree. The calculation puts the energy above the lowest of the compared OMol25 structures with the same formula, charge and spin at 65.0 kJ/mol.

Entry 4:
The following is a quantum chemistry calculation of one molecule with the formula C19H25N3O4S, from the OMol25 dataset.

```
! RIJCOSX wB97M-V def2-TZVPD def2/J DEFGRID3
* xyz 0 1
S 0.81390 -1.93603 1.10819
O -0.13974 -1.30487 1.98186
O 5.11154 1.83586 -0.33082
O 1.36194 -3.20198 1.48522
O -2.64205 -0.43313 -1.88542
N -2.48569 -1.41578 0.14500
N -4.17242 1.98336 0.40222
N 0.03384 -2.16160 -0.33643
C 3.19674 -1.19824 -0.00707
C -1.99333 1.39949 1.16822
C -0.43200 -0.96574 -1.01421
C 3.00929 1.44842 0.83295
C 2.11935 -0.77286 0.75173
C 4.18317 -0.30018 -0.34848
C -3.65925 3.05273 -0.17689
C 0.03057 0.63156 -2.90149
C -2.30915 3.36405 -0.14747
C -3.86085 -1.20005 0.52619
C 2.02404 0.53640 1.17310
C -1.97603 -0.90787 -0.98890
C -1.46152 2.51703 0.54927
C -0.37659 -1.79585 -3.40971
C -3.36169 1.16155 1.05270
C -3.96687 -0.09870 1.59618
C 0.20232 -0.80202 -2.40544
C 4.09689 1.03641 0.06374
C 5.10677 3.19188 0.05683
H 0.50039 1.33413 -2.21543
H -1.37252 0.71302 1.72493
H -1.42231 -1.56584 -3.58956
H -1.83716 -1.66860 0.88097
H -0.40104 2.72588 0.60457
H -5.01807 0.06857 1.82735
H 6.01390 3.61949 -0.36624
H 1.27786 -1.00108 -2.28509
H 0.16301 -1.73153 -4.35168
H 0.48816 0.74568 -3.88116
H 5.13064 3.29724 1.14540
H -1.93359 4.24114 -0.65152
H -4.40042 -0.89344 -0.37272
H -0.11658 -0.11212 -0.39687
H -1.02644 0.86822 -2.97690
H -4.28125 -2.13404 0.90836
H -0.30534 -2.81707 -3.04027
H 5.03771 -0.59851 -0.93409
H 1.18159 0.82997 1.77934
H 4.23694 3.72032 -0.34456
H -3.43460 -0.41661 2.49402
H 3.25434 -2.23371 -0.30367
H 2.92251 2.46817 1.17198
H -4.36814 3.68634 -0.69423
H 0.46180 -2.85599 -0.92501
*
```

The total energy comes out at -1602.4410 hartree. The calculation puts the energy above the lowest of the compared OMol25 structures with the same formula, charge and spin at 221.6 kJ/mol. As for the SMILES: COc1ccc(S(=O)(=O)N[C@H](C(=O)NCCc2ccccn2)C(C)C)cc1.

Entry 5:
The following is a quantum chemistry calculation of a 2-piece molecular cluster, C2H5N3O2S overall in a non-equilibrium geometry, from the OMol25 dataset.

```
! RIJCOSX wB97M-V def2-TZVPD def2/J DEFGRID3
* xyz 0 1
S 4.05430 -0.01558 -0.24132
O -0.79424 -0.67634 0.54810
O -2.56135 1.14812 -0.19528
N -2.91017 -0.12806 -0.50133
N 2.36894 0.56198 -0.10636
N 0.08547 0.18047 -0.01134
C -1.98534 -0.97119 -0.11989
C 1.39548 -0.34912 -0.18849
H 0.11434 1.21448 0.27270
H 4.50943 0.80801 1.16470
H 1.54969 -1.37018 -0.54037
H -3.78619 1.63439 0.38050
H -2.04036 -2.03697 -0.46163
*
```

The total energy comes out at -791.8356 hartree. The calculation puts the energy above the lowest of the compared OMol25 structures with the same formula, charge and spin at 865.4 kJ/mol.

Entry 6:
The following is a quantum chemistry calculation of a 2-piece molecular cluster, C17H22F6N2O5P overall in a non-equilibrium geometry, from the OMol25 dataset.

```
! RIJCOSX wB97M-V def2-TZVPD def2/J DEFGRID3
* xyz -1 1
P -1.60678 2.73972 1.61831
F 3.71451 0.59192 0.85610
F 0.63672 -0.47938 2.11805
F 2.41076 2.73952 2.07593
F 3.77098 -0.75497 2.60930
F 1.23805 1.83789 0.42145
F 1.93048 0.45864 3.63125
O 2.11402 -2.69954 1.14599
O 1.74320 -2.15167 -4.94635
O 2.84673 -1.40786 -0.50355
O 0.83418 -2.86678 -6.82396
O 0.28510 2.85330 3.67726
N -4.64420 2.65634 4.48356
N -1.58969 1.05516 0.95339
C -4.29042 1.54929 5.16865
C 0.06383 2.51331 2.54181
C -3.15503 0.67133 4.99863
C -2.34673 0.87766 -0.04888
C -2.23912 0.98846 3.87978
C 1.66170 -3.02596 -5.96351
C -3.81746 2.98305 3.45277
C 1.35601 1.86392 1.80118
C -3.37187 -0.33267 -0.02822
C 2.95058 -0.26402 1.58817
C 2.66553 -4.14589 -6.04992
C -2.65078 2.18456 3.14292
C -2.34362 1.72761 -1.36820
C 2.61701 -1.50118 0.66868
C 2.55419 -2.35254 -3.77912
C 3.97686 -1.89207 -4.01713
C 1.68380 0.40406 2.27236
H 4.57022 -1.99647 -3.10745
H -4.04893 3.86754 2.81500
H -1.64342 4.09853 2.16394
H -1.33735 2.14943 -1.59327
H 3.49464 -3.83052 -6.68371
H -3.52274 -0.62254 1.03974
H -4.32759 -0.09776 -0.55297
H -2.82028 -1.19237 -0.51180
H 2.49994 -3.38847 -3.43785
H 3.04603 -4.47386 -5.08519
H 2.10971 -1.74485 -2.99139
H -4.98578 1.26461 6.00226
H -3.02564 2.60733 -1.16874
H -2.88366 3.06316 0.97296
H -2.97569 -0.19890 5.67041
H 1.25539 -2.79624 0.68682
H -2.80243 1.18457 -2.23760
H 2.17820 -5.01013 -6.50026
H 4.45899 -2.46504 -4.81154
H -1.34154 0.38972 3.63945
H -0.88715 3.21709 0.44263
H 3.99052 -0.84604 -4.32809
*
```

The total energy comes out at -2087.1208 hartree.

Number 1: orbital gap 5.34 eV. Number 2: orbital gap 12.22 eV. Number 3: orbital gap 5.37 eV. Number 4: orbital gap 9.56 eV. Number 5: orbital gap 7.73 eV. Number 6: orbital gap 6.46 eV.